No. 1
C24H29CrN7O4P | the ωB97M-V functional and the def2-TZVPD basis

Results
⟨S²⟩: 6.10
Electronic energy: -3001.92936 Eh
Relative energy (zero: lowest compared OMol25 entry of this formula, charge and spin): 69.7 kcal per mole
Orbital gap (spin up / spin down): 0.154 / 0.209 Eh
Multiplicity: 5
Charge: -1

Each line ends with the Mulliken charge.
Positions of all 66 atoms, in Å:
Cr (-0.42, -0.19, 0.59)  -0.915
P (2.85, 1.52, 0.97)  -0.758
O (-1.37, 1.19, -1.90)  -0.560
O (-1.39, -1.43, 1.98)  -0.192
O (-3.19, 1.61, -3.04)  -0.882
O (-3.21, -2.41, 2.80)  -0.832
N (2.05, 1.69, 3.64)  0.281
N (1.56, 3.53, -0.55)  0.430
N (1.57, -0.96, 0.49)  0.964
N (0.54, 0.72, 2.35)  0.556
N (3.76, -1.01, 0.16)  0.376
N (0.23, 1.86, 0.04)  0.904
N (-2.59, 0.98, -2.13)  1.167
C (0.09, 0.72, 3.62)  -0.909
C (-4.64, -0.08, -1.48)  -0.531
C (-4.69, -1.41, 0.54)  -0.293
C (2.74, 4.22, -0.98)  -1.003
C (0.28, 3.99, -0.61)  -0.789
C (3.23, 2.40, 4.02)  -0.912
C (1.74, 1.31, 2.36)  -0.047
C (-3.36, -1.28, 0.71)  -0.584
C (-0.24, -3.35, -1.99)  -2.046
C (1.98, -2.25, 0.44)  -1.229
C (-2.48, -0.61, -0.30)  3.637
C (2.66, -0.20, 0.32)  -0.503
C (1.00, 1.32, 4.44)  -0.581
C (5.08, -0.53, -0.08)  -0.963
C (1.51, 2.21, -0.16)  -0.696
C (-2.60, -2.76, -2.47)  -1.693
C (-5.35, -0.83, -0.58)  -1.079
C (-1.23, -2.17, -2.09)  2.888
C (-0.73, -1.24, -3.19)  -1.709
C (-3.25, 0.08, -1.36)  -1.751
C (3.33, -2.30, 0.23)  -0.529
C (-1.35, -1.56, -0.68)  -0.919
C (-0.52, 2.95, -0.23)  -0.837
C (-2.63, -1.77, 1.92)  -0.117
H (-5.26, -1.94, 1.29)  0.560
H (4.00, -3.13, 0.11)  0.452
H (1.00, 1.51, 5.49)  0.411
H (-6.42, -0.94, -0.69)  0.352
H (-3.00, -3.34, -1.64)  0.264
H (-1.95, 0.31, 0.35)  0.368
H (5.72, -1.34, -0.43)  0.320
H (-0.17, -3.86, -2.95)  0.541
H (-3.31, -1.98, -2.71)  0.290
H (3.19, 4.78, -0.16)  0.304
H (0.05, -0.58, -2.80)  0.029
H (5.50, -0.09, 0.83)  0.324
H (0.05, 4.99, -0.91)  0.460
H (5.05, 0.25, -0.85)  0.327
H (3.27, 3.37, 3.52)  0.327
H (3.47, 3.50, -1.35)  0.337
H (-1.59, 2.96, -0.13)  0.519
H (-0.86, 0.27, 3.85)  0.512
H (-5.12, 0.42, -2.31)  0.523
H (-2.50, -3.41, -3.34)  0.508
H (2.49, 4.91, -1.79)  0.358
H (3.23, 2.56, 5.10)  0.324
H (-1.53, -0.62, -3.58)  0.351
H (0.75, -2.99, -1.71)  0.355
H (-0.34, -1.82, -4.02)  0.554
H (-0.57, -4.07, -1.24)  0.405
H (-1.46, -2.46, -0.06)  0.567
H (4.12, 1.84, 3.73)  0.307
H (1.29, -3.05, 0.58)  0.707

No. 2
C5H8NO3 | the ωB97M-V functional and the def2-TZVPD basis

Results
⟨S²⟩: 2.03
Electronic energy: -475.35078 Eh
Relative energy (zero: lowest compared OMol25 entry of this formula, charge and spin): 0.0 kcal per mole
Orbital gap (spin up / spin down): 0.229 / 0.238 Eh
Multiplicity: 3
Charge: +1

Each line ends with the Mulliken charge.
Positions of all 17 atoms, in Å:
O (-0.05, -1.41, -0.42)  -0.402
O (0.00, 2.13, 0.55)  -0.511
O (-1.27, 2.24, -1.98)  -0.362
N (0.54, -0.52, 1.69)  -0.270
C (-0.29, -1.25, -1.73)  -0.383
C (-0.92, 1.15, -1.60)  0.284
C (-0.78, -0.13, -2.29)  -0.348
C (0.16, 1.04, -0.25)  -0.198
C (-0.21, -0.29, 0.39)  -0.106
H (0.19, -1.35, 2.33)  0.421
H (-0.69, 2.69, 0.15)  0.388
H (1.51, -0.70, 1.42)  0.402
H (1.13, 0.92, -0.69)  0.453
H (-0.05, -2.11, -2.37)  0.398
H (0.62, 0.37, 2.22)  0.375
H (-1.30, -0.20, 0.55)  0.367
H (-1.03, -0.06, -3.25)  0.489

No. 3
C8H6N4 | the ωB97M-V functional and the def2-TZVPD basis

Results
Electronic energy: -527.38151 Eh
Relative energy (zero: lowest compared OMol25 entry of this formula, charge and spin): 0.0 kcal per mole
Orbital gap: 0.447 Eh
SMILES string: C[C@@H](C#N)C(C#N)(C#N)CC#N
Multiplicity: 1
Charge: 0

Each line ends with the Mulliken charge.
Positions of all 18 atoms, in Å:
N (0.71, -1.99, -2.39)  -0.451
N (-3.26, 1.35, 0.23)  -0.402
N (-1.85, -2.18, 0.70)  -0.468
N (1.38, 2.32, -1.19)  -0.477
C (0.31, 0.55, 0.26)  0.557
C (-0.65, -0.45, -0.81)  1.177
C (-2.48, 1.03, -0.56)  0.099
C (-1.57, 0.46, -1.60)  -0.520
C (1.22, -0.23, 1.15)  -1.380
C (-1.33, -1.37, 0.07)  -0.215
C (0.93, 1.50, -0.55)  0.048
C (0.14, -1.25, -1.73)  -0.184
H (-0.43, 1.25, 0.80)  0.281
H (1.99, 0.50, 1.38)  0.441
H (0.71, -0.75, 2.01)  0.340
H (-0.89, 1.23, -2.09)  0.409
H (1.75, -1.06, 0.65)  0.337
H (-2.10, -0.04, -2.51)  0.410